Entry 1:
The following is a DFT calculation (ωB97M-V/def2-TZVPD) of C26H56F6MnN8O14S2 as an isolated structure at a distorted geometry.

Calculated values
Spin multiplicity: 7
LUMO energy (alpha / beta): 2.16 / 2.16 eV
Charge: -1
Frontier orbital gap (alpha / beta): 3.946 / 9.048 eV

Atoms and positions in Å:
Mn (2.6125, 2.4245, -0.5437)
S (0.2997, 0.4854, 1.0468)
S (0.0308, 4.8605, -1.0166)
F (-1.6698, 3.0840, -2.1505)
F (-0.8775, 4.6225, -3.4239)
F (0.1233, -1.4325, -0.8265)
F (-2.5505, 5.1230, -2.0317)
F (-1.1278, -1.7847, 0.9650)
F (-1.8365, -0.2413, -0.5277)
O (0.5710, 6.1115, -1.6267)
O (6.1918, -2.9205, 5.0062)
O (2.2287, -2.4482, -4.4256)
O (-0.6587, 5.1960, 0.3215)
O (1.2645, -0.2760, 1.8491)
O (1.0511, 3.8005, -0.8174)
O (2.0974, 2.0064, -2.6272)
O (2.8404, 3.1180, 1.4363)
O (-2.7696, -2.2818, 2.9983)
O (-5.4360, 1.3597, 1.2923)
O (-2.5439, 0.7031, -5.2374)
O (1.0589, 1.3020, 0.0764)
O (-0.6691, 1.2472, 1.8229)
O (0.0018, -6.2954, 0.3249)
N (1.8689, -5.0994, 0.9109)
N (-3.6765, -0.4828, 4.1178)
N (4.9706, -1.4181, 3.8048)
N (-3.6699, -0.9679, -4.4055)
N (2.6872, 2.0939, -4.8450)
N (-4.4981, 3.4186, 1.3681)
N (1.9453, 2.9594, 3.5314)
N (1.0455, -4.2756, -3.9439)
C (1.9501, -5.2151, -4.4291)
C (-2.7243, -1.1340, 3.4749)
C (1.9352, 3.3702, 2.2621)
C (4.0797, 1.6612, -4.5276)
C (3.1651, 2.4221, 4.1367)
C (-0.3383, -4.6532, -3.7885)
C (2.3380, 2.5679, -6.2277)
C (-4.4501, 2.0482, 1.5443)
C (1.0378, -6.0953, 1.0483)
C (1.7992, 2.2651, -3.8060)
C (3.1310, -5.0228, 1.5398)
C (-5.5442, 4.1718, 0.6321)
C (1.1913, -2.9217, -4.0316)
C (-3.1939, -0.2934, -5.4383)
C (-3.3408, -0.4458, -3.0047)
C (5.3186, -0.2566, 4.6342)
C (5.4791, -2.6640, 4.0569)
C (-5.0930, -1.0148, 4.4764)
C (-4.7820, -1.9211, -4.5364)
C (-3.3278, 0.7540, 4.8834)
C (-3.3854, 4.2961, 1.7293)
C (-1.3979, 4.4052, -2.2566)
C (3.9913, -1.0129, 2.8222)
C (0.7530, 3.0521, 4.3482)
C (1.5229, -3.9660, 0.0508)
C (-0.7249, -0.8366, 0.0301)
H (2.0691, -6.0779, -3.7738)
H (4.0678, 1.0823, -3.6041)
H (1.1986, -3.1082, 0.6401)
H (3.4175, 2.9287, 5.0682)
H (4.3130, -0.0834, 2.3525)
H (0.6553, 2.1658, 4.9752)
H (2.9755, 1.3609, 4.2979)
H (4.0011, 2.4303, 3.4373)
H (-5.4097, -1.9233, 3.9642)
H (-0.1499, 3.2217, 3.7616)
H (2.8842, -4.6535, -4.4393)
H (-2.5078, 3.7508, 2.0766)
H (0.7547, 3.9098, 5.0209)
H (3.8088, -5.1159, 0.6913)
H (4.7374, 2.5027, -4.3099)
H (-5.6148, -1.2466, -4.3374)
H (5.5033, 0.6232, 4.0178)
H (-4.7795, -2.7321, -3.8081)
H (-0.3621, -5.5644, -3.1908)
H (-4.8832, -2.3429, -5.5364)
H (-4.2493, 0.0736, -2.7000)
H (-6.0511, 4.9656, 1.1807)
H (-5.8884, -0.3018, 4.2596)
H (0.7975, 2.4562, -4.2209)
H (-2.9771, 0.4154, 5.8584)
H (3.1414, -0.6220, 3.3816)
H (4.1544, 0.9998, -5.3907)
H (-3.4450, 1.7231, 1.8546)
H (0.7413, -4.3770, -0.5881)
H (-3.0932, 4.7692, 0.7918)
H (-3.6231, -0.6475, -6.3884)
H (0.3006, -2.3965, -3.6536)
H (3.4276, -5.8980, 2.1179)
H (-5.0503, 4.6586, -0.2089)
H (-4.9946, -1.1767, 5.5498)
H (6.3100, -0.4214, 5.0563)
H (-0.9551, -5.1511, -4.5366)
H (-3.2796, -1.2269, -2.2469)
H (-1.8092, -0.5290, 3.3815)
H (1.0966, 4.0534, 2.0570)
H (-2.4443, 0.1487, -2.8282)
H (2.5970, 1.7507, -6.9009)
H (4.6336, -0.1810, 5.4787)
H (1.5952, -5.5706, -5.3965)
H (5.1682, -3.4204, 3.3197)
H (2.3036, -3.7417, -0.6760)
H (-3.5628, 5.1417, 2.3939)
H (-0.9402, -3.8902, -3.2948)
H (-6.3818, 3.5500, 0.3161)
H (1.2549, 2.5432, -6.3469)
H (-2.4985, 1.3089, 4.4448)
H (-4.2221, 1.3765, 4.9119)
H (1.1408, -6.6262, 2.0074)
H (3.6415, -1.8741, 2.2528)
H (2.8125, 3.4903, -6.5628)
H (3.3749, -4.0536, 1.9747)

Cartesian forces (eV/Å) of the 6 atoms listed first:
Mn 1.027 0.083 -0.603
S 1.594 0.214 0.938
S 0.107 4.386 4.209
F -0.353 0.756 -0.058
F -0.457 0.441 -1.436
F -1.433 0.520 -0.128

=====

Entry 2:
The following is a DFT calculation (ωB97M-V/def2-TZVPD) of C26H56N2O3P2Pb as an isolated structure at a distorted geometry.

Calculated values
LUMO energy (alpha / beta): -15.40 / -16.13 eV
Charge: +4
Frontier orbital gap (alpha / beta): 4.563 / 2.594 eV

Atoms and positions in Å:
Pb (0.1738, -0.8305, -0.9537)
P (-1.9210, 0.4265, -2.0795)
P (2.5462, -1.4228, 0.1860)
O (1.3346, 2.6420, -0.4953)
O (1.7874, -0.5974, -4.0070)
O (-0.0373, 1.3042, 1.3330)
N (-1.5074, 0.5034, 3.0960)
N (-0.1666, 2.4659, 3.1523)
C (-2.5407, 2.3261, -0.1287)
C (-1.9555, -0.8841, 2.8762)
C (1.7053, -2.7982, 2.4961)
C (-1.1930, 1.6783, 5.1686)
C (0.9561, 1.5519, -0.5680)
C (-4.0797, -0.6485, -3.4733)
C (4.0857, -0.5391, -0.2757)
C (-0.4833, 2.8576, 4.4932)
C (-3.6898, 0.0739, 0.0749)
C (2.7190, -3.2759, -1.9410)
C (-2.2395, 1.0972, 4.2266)
C (-1.5993, 1.6571, -3.3890)
C (3.9824, -3.8293, 0.1860)
C (1.9731, -0.3058, 2.6933)
C (1.2269, -0.5864, -3.0077)
C (2.7339, -3.1662, -0.4095)
C (-0.5686, 1.3319, 2.4916)
C (-2.7468, -1.0422, -2.8335)
C (2.5179, -1.5753, 2.0272)
C (4.0997, -0.0490, -1.7322)
C (4.4182, 0.6304, 0.6591)
C (-1.8381, -1.7998, -3.8168)
C (-3.1339, 1.1363, -0.8845)
C (-1.0870, 1.0588, -4.7072)
C (0.6894, 3.3103, 2.4193)
C (-2.8502, 2.5175, -3.6052)
H (1.6046, 2.7910, 2.0769)
H (3.7301, -0.7705, -2.4625)
H (5.3978, 1.0195, 0.3507)
H (-1.9622, -1.4099, -4.8367)
H (3.5642, -2.7383, -2.3903)
H (2.0782, 0.5878, 2.0824)
H (4.8313, -1.3426, -0.1511)
H (2.8229, -4.3379, -2.2061)
H (-4.6052, -1.5770, -3.7356)
H (-1.1671, 3.7262, 4.4182)
H (-2.9463, -1.7028, -1.9711)
H (-2.8148, 2.9346, -4.6201)
H (-2.1362, -2.8568, -3.8216)
H (-0.4564, 0.8797, 5.3788)
H (4.8493, -3.6785, -0.4752)
H (5.1491, 0.1591, -1.9867)
H (1.3686, -2.6468, 3.5347)
H (1.8351, -3.6757, -0.0226)
H (4.2398, -3.4791, 1.1952)
H (0.9193, -0.4488, 2.9361)
H (-1.8047, 1.9892, 0.6032)
H (-2.0540, 3.0688, -0.7792)
H (-0.4781, 1.8287, -5.2004)
H (-3.0267, -0.9478, 2.6210)
H (-1.4444, -1.4336, 2.1310)
H (3.5420, 0.8917, -1.8580)
H (0.7999, -2.9836, 1.8884)
H (-1.9304, 0.8119, -5.3724)
H (0.2169, 3.6521, 1.4818)
H (2.3308, -3.6989, 2.4796)
H (0.4678, 3.1285, 4.9937)
H (0.9674, 4.1564, 3.0361)
H (-2.8925, 3.3437, -2.8854)
H (-0.7666, -1.7659, -3.5645)
H (-3.7789, 1.9300, -3.5313)
H (3.6953, 1.4579, 0.5665)
H (-2.9282, 1.8887, 3.8525)
H (-3.9246, -0.0787, -4.4030)
H (-3.3484, 2.8336, 0.4254)
H (-0.7864, 2.2638, -2.9513)
H (-1.8172, -1.5132, 3.7891)
H (-1.1267, -0.7447, 0.6480)
H (-2.8526, 0.3204, 4.7287)
H (3.7905, -4.9101, 0.2484)
H (-4.5823, -0.4127, -0.3620)
H (4.4875, 0.3262, 1.7100)
H (3.5845, -1.6726, 2.2924)
H (-2.9874, -0.7274, 0.3180)
H (-1.6534, 2.0292, 6.1122)
H (-0.4690, -0.8289, 1.0363)
H (-4.0044, 0.5425, 1.0224)
H (2.4918, -0.1009, 3.6596)
H (-4.7340, -0.0814, -2.7968)
H (-3.9567, 1.5054, -1.5207)
H (-0.4303, 0.1937, -4.5871)
H (1.7899, -2.9139, -2.3972)

Cartesian forces (eV/Å) of the 6 atoms listed first:
Pb 0.141 0.573 0.414
P -2.768 -0.331 -1.074
P 1.780 -2.144 1.013
O -1.347 -4.186 -0.592
O -1.942 -0.011 3.319
O -1.260 -2.682 0.248

=====

| no. | calculated total energy (eV) |
| --- | --- |
| 1 | -137750.1879 |
| 2 | -60771.8354 |